(1)
{
  "formula": "C4H8ClN3",
  "method": "ωB97M-V/def2-TZVPD",
  "symbols": ["C", "C", "C", "C", "H", "H", "H", "H", "H", "H", "H", "H", "N", "N", "N", "Cl"],
  "positions_angstrom": [[1.06884, -0.36807, -0.98689], [0.98263, -1.37138, -0.05605], [0.33034, -0.06907, 0.32199], [-1.16994, -0.19342, 0.20404], [0.46551, 0.39333, -2.80424], [-0.46072, -0.85033, -2.06079], [2.08786, -0.02476, -1.25470], [1.82254, -1.82465, 0.43581], [0.33286, -2.19883, -0.27937], [-1.26628, 1.58149, 1.23507], [-2.79134, 0.87184, 0.90908], [-2.68149, -0.99069, -0.60190], [0.56827, -0.57905, -2.29447], [-1.84381, 0.99607, 0.52679], [-1.65650, -1.13381, -0.39628], [0.92612, 1.18069, 1.33354]],
  "molar_mass_g_mol": 133.6,
  "smiles": "[H]/N=C(\\N)[C@@]1(Cl)C[C@H]1N",
  "e_lumo_ha": 0.03003,
  "gap_ev": 9.89
}

=====

(2)
{
  "formula": "C4H8ClN3",
  "method": "ωB97M-V/def2-TZVPD",
  "symbols": ["C", "C", "C", "C", "H", "H", "H", "H", "H", "H", "H", "H", "N", "N", "N", "Cl"],
  "positions_angstrom": [[1.08388, -0.08954, -0.55988], [-0.42193, 0.04194, -0.76169], [-1.96729, 0.90832, 0.73735], [-1.25320, -0.58316, 0.35023], [3.18981, -0.95354, 1.31481], [3.40485, -0.13006, -0.10045], [1.86519, 0.72333, -0.80976], [-0.59786, -0.16082, -1.74575], [-1.31686, 1.88582, -1.36396], [-3.16870, 0.88756, 0.41445], [-1.62488, 1.28248, 1.88192], [-0.74632, -0.90842, 1.21973], [3.02472, -1.17237, 0.12391], [1.63228, -1.15505, 0.02418], [-0.84966, 1.38884, -0.45782], [-2.25404, -1.96534, -0.26727]],
  "molar_mass_g_mol": 133.6,
  "smiles": "N/N=C/[C@@H]1NC[C@H]1Cl",
  "e_lumo_ha": 0.02671,
  "gap_ev": 10.19
}

=====

Most stable = (1)

=====

(1)
{
  "formula": "C20H25N5",
  "method": "ωB97M-V/def2-TZVPD",
  "symbols": ["C", "C", "N", "N", "C", "C", "C", "N", "C", "C", "C", "C", "C", "C", "C", "C", "H", "H", "H", "H", "H", "C", "H", "H", "C", "H", "H", "C", "H", "H", "N", "C", "C", "N", "C", "H", "H", "H", "C", "H", "H", "H", "H", "H", "H", "H", "H", "H", "H", "H"],
  "positions_angstrom": [[2.51467, 2.62969, -0.78223], [1.72096, 1.59759, -0.06196], [0.92532, 0.79335, -0.76050], [0.31395, 0.01109, 0.13499], [-0.58629, -0.96704, -0.18805], [-1.12621, -1.63052, 0.90000], [-0.66778, -1.29086, 2.18994], [0.20956, -0.36554, 2.47606], [0.69926, 0.30923, 1.43206], [1.63531, 1.34612, 1.32317], [2.31118, 1.99987, 2.43208], [3.56435, 2.59409, 2.28830], [4.17513, 3.21754, 3.36060], [3.55292, 3.25629, 4.59636], [2.31613, 2.65195, 4.75525], [1.70086, 2.02982, 3.68739], [0.74268, 1.55068, 3.81174], [1.82865, 2.66847, 5.71992], [4.03202, 3.74671, 5.43157], [5.14741, 3.67261, 3.23121], [4.07807, 2.54827, 1.34125], [-1.31576, -2.16219, 3.22158], [-0.60952, -2.94116, 3.51940], [-1.58916, -1.60240, 4.11402], [-2.52209, -2.75299, 2.48425], [-3.39341, -2.11753, 2.64968], [-2.76644, -3.75728, 2.82651], [-2.15193, -2.72749, 0.98974], [-1.71996, -3.68423, 0.67920], [-3.03480, -2.53442, 0.37861], [-0.78824, -1.10779, -1.51135], [-1.55020, -2.08372, -2.23648], [-2.38558, -1.37001, -3.30724], [-1.53215, -0.57043, -4.16999], [-0.88737, -1.36374, -5.19538], [-1.60785, -1.80599, -5.90203], [-0.19934, -0.73029, -5.75257], [-0.31513, -2.16692, -4.73637], [-2.23210, 0.55777, -4.74786], [-3.05878, 0.25649, -5.40979], [-2.63095, 1.18198, -3.94988], [-1.52552, 1.15050, -5.32662], [-2.97369, -2.11354, -3.87149], [-3.08223, -0.69862, -2.80032], [-0.87236, -2.80567, -2.71121], [-2.20614, -2.62998, -1.56229], [-0.27835, -0.44293, -2.08313], [2.07014, 2.79947, -1.75989], [3.54108, 2.29361, -0.92945], [2.52968, 3.56011, -0.21876]],
  "molar_mass_g_mol": 335.5,
  "smiles": "Cc1nn2c(NCCN(C)C)c3c(nc2c1-c1ccccc1)CCC3",
  "e_lumo_ha": 0.02560,
  "gap_ev": 7.87
}

=====

(2)
{
  "formula": "C20H25N5",
  "method": "ωB97M-V/def2-TZVPD",
  "symbols": ["N", "C", "C", "C", "C", "H", "H", "H", "H", "H", "N", "C", "C", "C", "C", "H", "H", "H", "H", "H", "N", "C", "C", "C", "C", "H", "H", "H", "H", "H", "N", "C", "C", "C", "C", "H", "H", "H", "H", "H", "N", "C", "C", "C", "C", "H", "H", "H", "H", "H"],
  "positions_angstrom": [[9.07802, -13.18881, 5.80705], [9.25810, -13.81162, 7.01841], [10.63023, -13.81571, 7.26168], [11.34540, -13.25729, 6.18328], [10.28317, -12.94119, 5.24628], [8.21093, -12.96129, 5.34175], [8.41910, -14.02327, 7.66471], [11.03591, -14.25981, 8.15868], [12.41953, -13.17288, 6.10881], [10.42835, -12.49361, 4.27417], [3.56876, -12.14682, 5.51466], [2.80988, -11.45848, 6.47732], [2.81341, -12.22344, 7.61621], [3.40294, -13.43736, 7.29336], [3.95296, -13.37606, 5.99190], [3.85653, -11.76452, 4.62520], [2.35746, -10.51049, 6.22630], [2.33878, -11.95030, 8.54707], [3.48474, -14.13415, 8.11444], [4.58924, -13.99743, 5.37914], [2.93434, -10.69972, 3.99357], [4.21696, -10.31386, 3.87981], [4.87219, -11.40604, 3.28029], [3.87769, -12.36056, 3.01507], [2.70377, -11.94999, 3.50742], [2.27767, -10.17711, 4.55549], [4.63605, -9.34734, 4.11770], [5.91631, -11.57895, 3.06507], [4.01824, -13.37913, 2.68466], [1.80638, -12.54611, 3.58327], [7.68392, -11.40488, 4.18176], [6.63876, -11.74632, 4.96765], [6.46906, -13.13226, 4.80877], [7.41906, -13.59037, 3.94860], [8.22038, -12.48667, 3.48851], [8.07178, -10.47253, 4.20127], [6.15224, -10.95783, 5.52261], [5.69616, -13.76220, 5.22374], [7.73421, -14.56937, 3.61899], [9.04849, -12.39947, 2.80073], [5.63180, -8.40612, 5.48053], [6.52439, -9.24547, 6.07542], [7.66299, -9.30043, 5.27249], [7.25450, -8.65385, 4.02901], [6.03771, -8.04349, 4.23337], [4.71226, -8.23805, 5.86303], [6.32858, -9.64076, 7.06123], [8.63957, -9.75047, 5.37336], [7.80746, -8.59711, 3.10304], [5.32091, -7.53260, 3.60759]],
  "molar_mass_g_mol": 335.5,
  "smiles": "c1cc[nH]c1.c1cc[nH]c1.c1cc[nH]c1.c1cc[nH]c1.c1cc[nH]c1",
  "e_lumo_ha": 0.01105,
  "gap_ev": 7.78
}

=====

(3)
{
  "formula": "C20H25N5",
  "method": "ωB97M-V/def2-TZVPD",
  "symbols": ["N", "C", "C", "C", "C", "H", "H", "H", "H", "H", "N", "C", "C", "C", "C", "H", "H", "H", "H", "H", "N", "C", "C", "C", "C", "H", "H", "H", "H", "H", "N", "C", "C", "C", "C", "H", "H", "H", "H", "H", "N", "C", "C", "C", "C", "H", "H", "H", "H", "H"],
  "positions_angstrom": [[17.78900, 24.18500, 11.48000], [18.55900, 24.15100, 10.37100], [18.16200, 25.34000, 9.52100], [17.34200, 26.20100, 10.53000], [16.96100, 25.27700, 11.67900], [17.82100, 23.25400, 12.05300], [19.17400, 23.41400, 10.14800], [18.67000, 25.67700, 8.64200], [16.95800, 27.27700, 10.33500], [16.32800, 25.57900, 12.63500], [15.63300, 22.22300, 13.41700], [15.88000, 21.65000, 12.15300], [17.25900, 21.05300, 12.10400], [17.84900, 21.48000, 13.53900], [16.74500, 22.25300, 14.26800], [14.70700, 22.77500, 13.53200], [15.19100, 21.71800, 11.45000], [17.68600, 20.49800, 11.29100], [18.72100, 21.29800, 13.72700], [16.91700, 22.74600, 15.08700], [18.21400, 26.23900, 15.18500], [17.23900, 27.24300, 14.96600], [16.11600, 26.79700, 15.89900], [16.65900, 25.66800, 16.69700], [17.98700, 25.27100, 16.07900], [18.89800, 26.30900, 14.57900], [16.96800, 27.87100, 14.16300], [15.02400, 27.19200, 15.90200], [16.17500, 25.37500, 17.62500], [18.76000, 24.51800, 16.46000], [15.10500, 19.44100, 14.78100], [14.28800, 19.74300, 15.83800], [13.81400, 18.35600, 16.36000], [14.47100, 17.23600, 15.50300], [15.31000, 18.07700, 14.53000], [15.53400, 20.14600, 13.99700], [14.11800, 20.81200, 16.16700], [13.40300, 18.00600, 17.40400], [14.26000, 16.14200, 15.59300], [16.02400, 17.71100, 13.87300], [12.57900, 22.91000, 13.30400], [12.81200, 22.79000, 14.71100], [13.50600, 24.05000, 15.08600], [13.59500, 24.92400, 13.80700], [13.08900, 24.09500, 12.62800], [12.28400, 22.15400, 12.75400], [12.83200, 21.91800, 15.17300], [14.09500, 24.40500, 15.86300], [14.17400, 25.75400, 13.69700], [12.95600, 24.10700, 11.61200]],
  "molar_mass_g_mol": 335.5,
  "smiles": "c1cc[nH]c1.c1cc[nH]c1.c1cc[nH]c1.c1cc[nH]c1.c1cc[nH]c1",
  "e_lumo_ha": 0.02478,
  "gap_ev": 8.44
}

=====

Most stable = (1)

=====

(1)
{
  "formula": "H2N4O",
  "method": "ωB97M-V/def2-TZVPD",
  "symbols": ["N", "N", "N", "N", "O", "H", "H"],
  "positions_angstrom": [[-0.00678, -1.26702, 1.00261], [-0.35657, 1.18041, -1.08414], [1.06745, -0.88032, 0.49830], [-1.38240, 1.09342, -0.66170], [-2.44416, 1.16616, -0.19571], [1.30447, 0.15330, 0.33993], [1.81798, -1.44596, 0.10071]],
  "molar_mass_g_mol": 74.0,
  "e_lumo_ha": 0.03093,
  "gap_ev": 9.30
}

=====

(2)
{
  "formula": "H2N4O",
  "method": "ωB97M-V/def2-TZVPD",
  "symbols": ["N", "N", "N", "N", "O", "H", "H"],
  "positions_angstrom": [[-0.40031, 0.27718, 0.74143], [-0.64147, -0.72447, -0.03537], [0.31978, 0.81674, 1.51302], [-0.06916, -0.71067, -1.24244], [0.38500, 1.88754, 2.01430], [0.76404, -0.05678, -1.18108], [-0.35788, -1.48954, -1.80985]],
  "molar_mass_g_mol": 74.0,
  "smiles": "N/N=N\\N=O",
  "e_lumo_ha": -0.00141,
  "gap_ev": 8.14
}

=====

Most stable = (1)

=====

(1)
{
  "formula": "C6H14O2",
  "method": "ωB97M-V/def2-TZVPD",
  "symbols": ["C", "C", "C", "C", "C", "C", "H", "H", "H", "H", "H", "H", "H", "H", "H", "H", "H", "H", "O", "H", "H", "O"],
  "positions_angstrom": [[-2.01660, 0.58685, 1.48239], [-0.95110, 1.31753, 0.71448], [-1.23057, 2.54251, 0.25873], [2.20581, 0.04032, -1.00291], [1.04112, 0.84462, -0.67198], [0.30375, 0.62412, 0.43635], [-1.53946, 0.57518, 2.54397], [-2.85296, 1.19177, 1.71204], [-2.27855, -0.24833, 0.92294], [-2.13188, 3.16871, 0.45249], [-0.64707, 3.16966, -0.45215], [1.73984, -0.78952, -1.58960], [2.71503, -0.38556, -0.08857], [2.88755, 0.55286, -1.56779], [0.69517, 1.47596, -1.52649], [0.69164, 0.01928, 1.26229], [2.40012, -3.09463, -0.22254], [1.11842, -3.30473, -1.01232], [1.42505, -3.39469, -0.18297], [-0.48008, -1.40679, -0.30220], [-1.93162, -1.74554, -0.27700], [-1.16362, -1.73958, -0.88916]],
  "molar_mass_g_mol": 118.2,
  "e_lumo_ha": [0.14462, 0.13526],
  "spin_multiplicity": 2,
  "total_charge": -1,
  "gap_ev": [3.30, 6.93]
}

=====

(2)
{
  "formula": "C6H14O2",
  "method": "ωB97M-V/def2-TZVPD",
  "symbols": ["C", "C", "C", "C", "C", "C", "H", "H", "H", "H", "H", "H", "H", "H", "H", "H", "H", "H", "O", "H", "H", "O"],
  "positions_angstrom": [[-0.53264, -1.84949, -2.53077], [-0.47284, -2.17954, -1.02172], [0.31404, -1.22426, -0.16067], [0.58219, 0.07120, -0.57698], [1.00665, -1.10833, 2.23898], [0.87603, -1.77500, 1.03156], [0.34768, -2.16752, -3.08067], [-0.85869, -0.81919, -2.64653], [-1.35776, -2.40244, -3.01483], [0.01554, -3.15382, -0.99083], [-1.51062, -2.22861, -0.66466], [1.43198, 0.56408, -0.10332], [0.40177, 0.48177, -1.56421], [1.44376, -1.65728, 3.05730], [0.86770, -0.03917, 2.35791], [1.04854, -2.84653, 1.04530], [-3.19755, 0.98111, 1.80038], [-1.69813, 1.43042, 1.62250], [-2.61354, 1.59586, 1.35343], [1.92537, 4.19226, 0.19270], [0.73632, 4.10351, -0.68635], [1.32412, 4.76641, -0.29698]],
  "molar_mass_g_mol": 118.2,
  "e_lumo_ha": [0.13990, 0.13303],
  "spin_multiplicity": 2,
  "total_charge": -1,
  "gap_ev": [3.80, 6.84]
}

=====

Most stable = (2)

=====

(1)
{
  "formula": "C4H10O2PS",
  "method": "ωB97M-V/def2-TZVPD",
  "symbols": ["C", "C", "C", "C", "O", "O", "P", "S", "H", "H", "H", "H", "H", "H", "H", "H", "H", "H"],
  "positions_angstrom": [[0.76175, 1.99785, 1.51987], [-1.51267, -1.23778, -1.25480], [0.66652, 0.59017, 0.86767], [-0.03493, -0.99802, -1.44250], [3.02982, -1.02897, -0.04487], [2.73464, -0.81789, -2.50961], [0.62301, 0.67338, -1.03799], [2.87061, -0.01298, -1.28764], [1.81349, 2.50223, 1.54311], [0.29431, 2.69155, 0.81855], [0.46343, 2.08722, 2.65261], [-1.77442, -1.56855, -0.19617], [-2.12448, -0.38109, -1.49372], [-1.89499, -2.20875, -1.76020], [-0.32448, 0.16305, 1.10498], [1.60673, -0.04060, 0.93826], [0.20113, -0.90446, -2.52054], [0.52473, -1.74054, -0.79199]],
  "molar_mass_g_mol": 153.2,
  "smiles": "CCP(CC)#S(=O)[O-]",
  "e_lumo_ha": 0.13942,
  "total_charge": -1,
  "gap_ev": 7.04
}

=====

(2)
{
  "formula": "C4H10O2PS",
  "method": "ωB97M-V/def2-TZVPD",
  "symbols": ["C", "C", "C", "C", "O", "O", "P", "S", "H", "H", "H", "H", "H", "H", "H", "H", "H", "H"],
  "positions_angstrom": [[1.44862, -2.32424, -0.78368], [-0.73943, 2.63799, 0.02567], [1.25322, -1.03037, 0.05344], [-0.12216, 1.33126, 0.42738], [-1.98735, -0.52717, 1.57112], [-2.96851, -0.65551, -0.93348], [-0.19748, -0.13786, -0.73204], [-1.87031, -1.19255, 0.23893], [1.78843, -2.28279, -1.80729], [2.15822, -3.00901, -0.35984], [0.44901, -2.71364, -0.76930], [-0.14385, 2.98952, -0.89535], [-1.76086, 2.63394, -0.26820], [-0.70261, 3.45208, 0.88845], [2.04522, -0.26614, -0.00801], [0.94606, -1.32257, 1.10999], [-0.55978, 0.97029, 1.42102], [0.96354, 1.44676, 0.82118]],
  "molar_mass_g_mol": 153.2,
  "smiles": "CCP(CC)#S(=O)[O-]",
  "e_lumo_ha": 0.14052,
  "total_charge": -1,
  "gap_ev": 7.16
}

=====

Most stable = (1)